C25H28F5O2Ru | the ωB97M-V functional and the def2-TZVPD basis

The geometry in XYZ format:
```
61
Properties=species:S:1:pos:R:3:lowdin_spin:R:1
O -1.985 0.056 -1.087 0.026
C -2.925 -1.166 -1.237 0.002
C -4.149 -0.314 -1.470 0.002
H -2.994 -1.742 -0.300 0.000
H -2.607 -1.777 -2.105 0.000
C -3.135 0.828 -1.541 0.002
H -4.792 -0.305 -0.587 0.000
H -4.704 -0.514 -2.387 0.000
C -3.527 1.998 -0.663 0.000
H -3.436 1.790 0.405 0.000
H -4.578 2.224 -0.878 0.000
H -2.926 2.872 -0.905 0.000
C -2.862 1.191 -2.982 0.001
H -2.479 0.302 -3.500 0.000
H -2.130 1.996 -3.035 0.001
H -3.783 1.527 -3.465 0.000
Ru 1.049 0.521 -0.575 2.516
C 2.352 -0.158 -2.463 0.142
C 2.768 -1.374 -1.835 0.173
C 1.632 -2.114 -1.486 0.188
H 3.803 -1.695 -1.751 0.005
C 0.470 -1.337 -1.795 0.123
C 0.910 -0.142 -2.492 0.000
H 0.285 0.457 -3.137 0.005
H 2.987 0.524 -3.019 0.005
H 1.626 -3.143 -1.133 0.006
H -0.545 -1.701 -1.769 0.006
C 2.333 3.094 -0.507 0.191
C 1.627 2.640 -1.648 0.042
C 0.288 2.262 -1.219 0.020
H 1.980 2.608 -2.682 0.001
C 0.255 2.389 0.246 0.101
C 1.540 2.881 0.647 0.101
H 1.814 3.122 1.673 0.001
H 3.295 3.599 -0.536 0.006
H -0.607 2.223 -1.830 0.008
H -0.643 2.289 0.857 0.010
O -2.389 -1.144 2.960 0.000
C -1.579 -0.476 1.931 0.003
C -0.717 -1.540 1.190 0.027
H -0.955 0.287 2.425 0.001
H -2.198 0.099 1.223 0.000
C -1.366 -2.830 1.629 0.007
H 0.291 -1.502 1.554 0.006
H -0.703 -1.389 0.126 0.012
C -1.687 -2.446 3.059 0.002
H -0.735 -3.702 1.494 0.000
H -2.267 -2.877 1.054 0.000
H -0.772 -2.344 3.660 0.000
H -2.298 -3.146 3.606 0.001
F 4.313 0.967 -0.148 0.007
C 3.851 0.390 1.007 0.018
C 2.487 0.102 1.213 0.190
C 2.247 -0.461 2.470 0.028
F 1.024 -0.560 3.076 0.003
C 3.245 -0.866 3.367 0.007
F 2.897 -1.517 4.492 0.004
C 4.573 -0.553 3.153 -0.005
F 5.517 -0.861 4.068 -0.002
C 4.864 0.084 1.939 0.006
F 6.150 0.379 1.643 0.003
```

Summary:
max |F|	3.53	eV/Å
relative energy (zero: lowest compared OMol25 entry of this formula, charge and spin)	5.60	kcal per mole
charge	+1
lowest unoccupied orbital energy (alpha / beta)	-5.362 / -5.747	eV
multiplicity	5

---

C25H28N3 | the ωB97M-V functional and the def2-TZVPD basis

The geometry in XYZ format:
```
56
Properties=species:S:1:pos:R:3:mulliken_charge:R:1
C -2.417 -0.380 3.144 -0.419
C -1.760 0.854 3.053 -0.641
C -0.401 0.908 2.720 -0.180
C 0.315 -0.265 2.445 0.400
C 1.781 -0.172 2.024 -0.855
N 2.723 -0.004 3.186 -0.278
C -0.322 -1.499 2.637 -0.307
C -1.681 -1.558 2.963 -0.580
H -3.475 -0.412 3.424 0.370
H -2.305 1.781 3.251 0.362
H 0.118 1.872 2.708 0.367
H 2.081 -1.091 1.506 0.507
H 1.954 0.692 1.373 0.269
H 2.187 0.491 3.916 0.295
H 2.929 -0.938 3.587 0.383
H 0.273 -2.409 2.565 0.364
H -2.171 -2.523 3.087 0.366
C 6.943 0.628 -2.635 -1.000
N 7.501 0.921 -1.330 0.084
C 8.952 0.853 -1.205 -1.134
C 6.669 0.886 -0.224 0.460
C 7.045 0.130 0.921 -0.494
C 6.181 0.093 2.016 -1.008
C 5.091 0.984 2.118 0.185
C 4.320 1.111 3.387 0.098
C 5.032 0.925 4.653 0.647
C 4.398 1.148 5.952 0.324
C 3.164 1.657 6.362 -0.357
C 2.942 1.867 7.741 -0.935
C 3.947 1.647 8.697 -0.663
C 5.213 1.197 8.289 -0.949
C 5.407 0.982 6.936 0.318
N 6.598 0.682 6.293 0.112
C 7.877 0.442 6.918 -0.917
C 6.390 0.633 4.944 -0.805
C 4.717 1.724 0.971 -0.549
C 5.439 1.610 -0.214 -0.775
H 5.846 0.617 -2.546 0.354
H 7.223 1.379 -3.393 0.292
H 7.274 -0.375 -2.978 0.296
H 9.272 1.237 -0.223 0.376
H 9.321 -0.187 -1.309 0.372
H 9.425 1.486 -1.979 0.327
H 8.025 -0.387 0.962 0.428
H 6.386 -0.620 2.818 0.895
H 3.666 2.001 3.450 0.618
H 2.381 1.908 5.634 0.366
H 1.953 2.198 8.068 0.380
H 3.747 1.880 9.746 0.380
H 6.020 1.034 8.996 0.251
H 7.790 0.500 8.001 0.304
H 8.244 -0.541 6.609 0.338
H 8.617 1.193 6.629 0.339
H 7.245 0.454 4.295 0.689
H 3.834 2.371 1.002 0.467
H 5.155 2.194 -1.096 0.463
```

Summary:
max |F|	1.89	eV/Å
relative energy (zero: lowest compared OMol25 entry of this formula, charge and spin)	40.40	kcal per mole
charge	+1
lowest unoccupied orbital energy	-3.182	eV

---

C25H28N4O3 | the ωB97M-V functional and the def2-TZVPD basis

The geometry in XYZ format:
```
60
Properties=species:S:1:pos:R:3:mulliken_charge:R:1
O -1.730 -2.096 -1.142 -0.689
C -1.566 -2.651 -0.073 0.780
N -2.282 -2.342 1.046 -0.051
C -3.388 -1.466 1.199 0.459
O -3.976 -1.458 2.255 -0.678
N -3.688 -0.733 0.119 0.025
H -3.110 -0.831 -0.709 0.222
C -4.821 0.170 0.121 -1.039
C -4.411 1.602 0.012 0.529
C -4.572 2.514 -0.991 -0.600
C -3.981 3.717 -0.533 -0.367
C -3.504 3.443 0.711 -0.496
O -3.761 2.170 1.049 -0.312
H -2.985 4.048 1.428 0.495
H -3.921 4.647 -1.058 0.454
H -5.053 2.351 -1.934 0.489
H -5.488 -0.073 -0.711 0.333
H -5.341 0.004 1.071 0.374
H -2.091 -2.853 1.898 0.245
C -0.493 -3.716 0.148 -1.227
N 0.856 -3.181 0.096 -0.065
C 1.291 -2.827 -1.246 -0.146
C 2.777 -2.454 -1.194 -1.209
N 3.080 -1.370 -0.289 0.263
C 2.521 -1.640 1.016 -1.606
C 1.044 -2.060 1.004 0.137
H 0.762 -2.381 2.012 0.511
H 0.415 -1.202 0.724 -0.012
H 2.647 -0.765 1.654 0.581
H 3.100 -2.468 1.444 0.303
C 3.005 -0.015 -0.822 0.242
C 1.596 0.518 -1.011 0.419
C 0.986 0.423 -2.256 -0.475
C -0.325 0.827 -2.437 -0.881
C -1.045 1.338 -1.373 0.040
C -0.443 1.456 -0.131 -0.476
C 0.869 1.053 0.047 -0.461
H 1.335 1.160 1.017 0.395
H -0.998 1.858 0.704 0.387
H -2.068 1.653 -1.513 0.331
H -0.786 0.737 -3.410 0.367
H 1.542 0.024 -3.094 0.358
C 3.879 0.926 -0.013 -0.138
C 4.920 0.437 0.766 -0.535
C 5.740 1.301 1.469 -0.825
C 5.540 2.669 1.393 -0.422
C 4.522 3.166 0.599 -0.840
C 3.699 2.301 -0.102 -0.263
H 2.913 2.701 -0.726 0.436
H 4.367 4.232 0.521 0.400
H 6.179 3.344 1.943 0.389
H 6.541 0.905 2.075 0.405
H 5.085 -0.628 0.811 0.388
H 3.467 -0.077 -1.819 0.729
H 3.132 -2.205 -2.195 0.518
H 3.331 -3.331 -0.838 0.416
H 1.162 -3.701 -1.889 0.535
H 0.701 -1.998 -1.661 0.001
H -0.627 -4.202 1.119 0.425
H -0.587 -4.467 -0.640 0.433
```

Summary:
max |F|	0.99	eV/Å
relative energy (zero: lowest compared OMol25 entry of this formula, charge and spin)	15.77	kcal per mole
charge	0
lowest unoccupied orbital energy	0.735	eV
SMILES	O=C(CN1CCN(C(c2ccccc2)c2ccccc2)CC1)NC(=O)NCc1ccco1

---

C25H28N4O5PdS2 | the ωB97M-V functional and the def2-TZVPD basis

The geometry in XYZ format:
```
65
Properties=species:S:1:pos:R:3:mulliken_charge:R:1
Pd 0.204 0.774 -0.150 0.970
C 4.576 1.349 -0.705 -1.160
C 3.110 1.253 -0.931 0.924
O 2.772 1.615 -2.185 -0.290
O 2.316 0.915 -0.066 -0.530
H 4.776 2.327 -0.261 0.302
H 5.125 1.271 -1.639 0.393
H 4.884 0.585 0.003 0.356
O -1.645 4.411 0.374 -0.549
S -0.233 4.265 0.415 0.970
O 0.502 4.169 1.625 -0.563
N 0.125 2.810 -0.497 0.062
C 0.704 3.107 -1.604 0.515
S 1.147 1.709 -2.636 0.069
C 0.983 4.512 -1.864 0.548
C 1.617 5.093 -2.949 -0.699
C 1.820 6.469 -2.917 -0.633
C 1.405 7.228 -1.829 -0.546
C 0.758 6.646 -0.736 -0.694
C 0.560 5.289 -0.787 0.279
H 1.943 4.497 -3.791 0.494
H 2.307 6.956 -3.750 0.432
H 1.587 8.294 -1.824 0.435
H 0.431 7.242 0.105 0.491
C 2.141 -4.891 2.187 -1.017
N 1.650 -3.532 1.991 0.054
N 1.035 -3.125 0.832 0.561
C 0.923 -1.775 0.859 0.911
O 0.304 -1.177 -0.108 -0.647
C 1.495 -1.322 2.054 -1.066
C 1.942 -2.447 2.723 0.396
C 2.638 -2.561 4.032 -1.574
C 0.441 -4.034 -0.098 0.017
C -0.436 -5.004 0.363 0.103
C -0.991 -5.894 -0.543 -0.743
C -0.684 -5.793 -1.894 -0.486
C 0.177 -4.801 -2.342 -0.768
C 0.751 -3.916 -1.442 -0.307
H 2.033 -5.444 1.259 0.396
H 1.576 -5.391 2.971 0.344
H 3.195 -4.856 2.456 0.395
H 1.560 -0.301 2.390 0.564
H 2.642 -1.597 4.534 0.388
H 3.673 -2.882 3.899 0.358
H 2.142 -3.287 4.676 0.357
H -0.693 -5.056 1.414 0.520
H -1.670 -6.660 -0.195 0.418
H -1.113 -6.493 -2.598 0.431
H 0.417 -4.725 -3.394 0.404
H 1.432 -3.144 -1.775 0.435
C -4.818 -0.863 -0.286 -1.599
C -4.375 0.496 0.278 2.079
C -4.959 1.652 -0.547 -1.570
C -4.752 0.628 1.761 -1.592
C -2.910 0.568 0.172 -0.458
N -1.772 0.650 0.103 -0.463
H -5.905 -0.913 -0.239 0.414
H -4.409 -1.686 0.298 0.389
H -4.513 -0.981 -1.326 0.393
H -6.045 1.600 -0.483 0.410
H -4.675 1.576 -1.596 0.390
H -4.636 2.619 -0.160 0.383
H -5.836 0.562 1.842 0.411
H -4.434 1.587 2.169 0.396
H -4.314 -0.173 2.356 0.396
```

Summary:
max |F|	0.93	eV/Å
charge	+2
lowest unoccupied orbital energy	-7.105	eV